{
  "formula": "C56H124AsF6N6",
  "method": "ωB97M-V/def2-TZVPD",
  "e_homo_ev": -16.605,
  "charge": 5,
  "lumo_energy_ev": -7.38,
  "e_above_lowest_kcal_mol": 0.0,
  "orbital_gap_ev": 9.22,
  "total_energy_ha": -5370.0174,
  "spin_multiplicity": 1,
  "symbols": ["C", "C", "C", "C", "N", "C", "C", "C", "C", "C", "H", "H", "H", "H", "H", "H", "H", "H", "H", "H", "H", "H", "H", "H", "H", "H", "H", "H", "H", "H", "C", "C", "C", "C", "N", "C", "C", "C", "C", "C", "H", "H", "H", "H", "H", "H", "H", "H", "H", "H", "H", "H", "H", "H", "H", "H", "H", "H", "H", "H", "C", "C", "C", "C", "N", "C", "C", "C", "C", "C", "H", "H", "H", "H", "H", "H", "H", "H", "H", "H", "H", "H", "H", "H", "H", "H", "H", "H", "H", "H", "C", "C", "C", "C", "N", "C", "C", "C", "C", "C", "H", "H", "H", "H", "H", "H", "H", "H", "H", "H", "H", "H", "H", "H", "H", "H", "H", "H", "H", "H", "C", "C", "C", "C", "N", "C", "C", "C", "C", "C", "H", "H", "H", "H", "H", "H", "H", "H", "H", "H", "H", "H", "H", "H", "H", "H", "H", "H", "H", "H", "C", "C", "C", "C", "N", "C", "C", "C", "C", "C", "C", "C", "H", "H", "H", "H", "H", "H", "H", "H", "H", "H", "H", "H", "H", "H", "H", "H", "H", "H", "H", "H", "H", "H", "H", "H", "As", "F", "F", "F", "F", "F", "F"],
  "positions_angstrom": [[-6.0935, -3.2570, 1.3173], [-5.3195, -3.1967, 2.6467], [-4.5606, -1.8960, 2.7597], [-3.9761, -1.7126, 4.2272], [-3.2017, -0.4608, 4.4799], [-4.1361, 0.7524, 4.1872], [-3.6889, 1.8354, 5.1542], [-3.0119, 1.1718, 6.3391], [-2.8623, -0.3189, 5.9693], [-1.9374, -0.3825, 3.7053], [-7.0373, -3.8689, 1.4821], [-5.5123, -3.7290, 0.4797], [-6.3526, -2.2537, 0.9686], [-4.5462, -3.9816, 2.6724], [-5.9878, -3.3459, 3.5628], [-5.1921, -1.0776, 2.5560], [-3.6940, -1.8108, 2.1036], [-3.2124, -2.4710, 4.4397], [-4.7454, -1.7945, 5.0397], [-3.9847, 0.9300, 3.1123], [-5.1965, 0.4377, 4.2794], [-2.9167, 2.4748, 4.7729], [-4.5475, 2.4758, 5.4531], [-2.0371, 1.6025, 6.5896], [-3.6479, 1.2510, 7.2187], [-1.8440, -0.7636, 6.1236], [-3.6560, -0.9243, 6.4309], [-2.1736, -0.5816, 2.6221], [-1.2740, -1.1306, 4.0728], [-1.5176, 0.5772, 3.9091], [-6.9182, 8.1287, -3.7245], [-6.8779, 7.2370, -2.5152], [-7.6226, 5.9303, -2.7855], [-7.3418, 4.9133, -1.7033], [-7.8066, 3.5163, -2.1417], [-7.2580, 2.5263, -1.0974], [-6.1994, 1.8141, -1.9312], [-6.8913, 1.6571, -3.3031], [-7.2474, 3.1077, -3.5004], [-9.2781, 3.5119, -2.1784], [-6.4529, 7.4241, -4.5094], [-6.3873, 9.0803, -3.8171], [-7.9609, 8.2905, -4.0669], [-7.3772, 7.7421, -1.6675], [-5.7995, 7.2480, -2.0997], [-7.4164, 5.5210, -3.7491], [-8.6530, 6.1723, -2.7881], [-7.7337, 5.1376, -0.7523], [-6.2726, 4.7817, -1.6312], [-8.0785, 1.8479, -0.8329], [-6.8654, 3.0481, -0.2443], [-5.7999, 0.8780, -1.5682], [-5.4877, 2.5725, -2.0379], [-7.7808, 0.9943, -3.1486], [-6.1707, 1.3832, -4.0016], [-7.9452, 3.3934, -4.2443], [-6.2340, 3.5178, -3.6284], [-9.6104, 3.5929, -1.1277], [-9.6932, 2.5513, -2.5363], [-9.5829, 4.3191, -2.8171], [-7.7487, -5.1559, -2.8277], [-6.5077, -4.6749, -3.5175], [-5.1678, -5.5174, -3.3542], [-4.7341, -5.4647, -1.8623], [-3.7977, -6.6165, -1.4676], [-3.0423, -6.2742, -0.1676], [-1.8129, -5.4051, -0.6083], [-1.6788, -5.6164, -2.1154], [-2.6761, -6.7189, -2.4587], [-4.5888, -7.9009, -1.3826], [-7.9576, -6.2181, -3.0706], [-8.5879, -4.5405, -3.1001], [-7.6776, -5.0587, -1.7286], [-6.2717, -3.5852, -3.1671], [-6.7049, -4.6612, -4.5708], [-4.3971, -5.0090, -3.9216], [-5.3159, -6.5099, -3.7485], [-5.6695, -5.6911, -1.2835], [-4.3021, -4.5255, -1.5055], [-2.6636, -7.2074, 0.3195], [-3.7515, -5.8133, 0.5244], [-0.9474, -5.6763, 0.0283], [-2.0594, -4.3651, -0.2793], [-0.6574, -5.9354, -2.3261], [-1.7851, -4.6774, -2.6419], [-2.1379, -7.6276, -2.3762], [-3.0258, -6.7504, -3.4924], [-4.9083, -8.0919, -2.4607], [-5.3920, -7.7171, -0.6930], [-3.9382, -8.6137, -0.9959], [4.6345, 2.5702, 10.4376], [6.0114, 2.3324, 10.0712], [7.0373, 2.6491, 11.0623], [8.4195, 2.6009, 10.5462], [9.5399, 2.5987, 11.4905], [9.5192, 3.8012, 12.3710], [11.0156, 4.1760, 12.5896], [11.5636, 3.9108, 11.1757], [10.8681, 2.7121, 10.6639], [9.5023, 1.3914, 12.3978], [4.5445, 2.1369, 11.4007], [3.9043, 2.3001, 9.6810], [4.5982, 3.6654, 10.7169], [5.9735, 3.5117, 9.3694], [6.2344, 1.5221, 9.3623], [7.0246, 1.7888, 11.6994], [6.7654, 3.5528, 11.6689], [8.4523, 3.5091, 9.9618], [8.3944, 1.6936, 9.9769], [8.8888, 3.5915, 13.2705], [9.1065, 4.6604, 11.7604], [11.5730, 3.5719, 13.3199], [11.1254, 5.1419, 12.9599], [12.6029, 3.6367, 11.2961], [11.4908, 4.6951, 10.4429], [11.4532, 1.7446, 10.7469], [10.5458, 2.8310, 9.6230], [8.4743, 1.3257, 12.8119], [10.1569, 1.4467, 13.2386], [9.7247, 0.4805, 11.8133], [3.6532, 0.5492, -7.0007], [3.0909, 0.3937, -8.4978], [1.5856, -0.0021, -8.6913], [0.5762, 0.9851, -8.1302], [-0.9104, 0.4753, -8.0182], [-1.5494, 0.2111, -9.3557], [-3.0228, 0.2322, -9.0936], [-3.1637, 1.2503, -7.8884], [-1.7284, 1.5523, -7.4481], [-1.0525, -0.7169, -7.0913], [4.5981, 1.0699, -6.9836], [3.6534, -0.4789, -6.6086], [3.0148, 1.1623, -6.3450], [3.7502, -0.2951, -8.9810], [3.2401, 1.3579, -8.9660], [1.3922, -0.9735, -8.2316], [1.4062, -0.1065, -9.7648], [0.5103, 1.8695, -8.7740], [0.7104, 1.2883, -7.0936], [-1.1464, -0.7848, -9.6489], [-1.1931, 1.0014, -10.0259], [-3.4292, -0.7245, -8.7721], [-3.5319, 0.6578, -9.9643], [-3.7310, 0.6817, -7.1149], [-3.6024, 2.1819, -8.1028], [-1.5649, 1.6262, -6.3815], [-1.3358, 2.4605, -7.8835], [-0.6285, -0.4751, -6.1298], [-0.4669, -1.5371, -7.5214], [-2.1005, -0.9641, -6.9389], [2.2531, 0.0662, -3.4761], [3.0601, -0.3556, -2.2041], [4.5689, -0.2619, -2.5430], [5.4026, -0.6805, -1.3660], [6.9246, -0.3467, -1.3982], [7.6855, -0.7888, -0.1058], [8.9480, 0.0022, -0.1066], [8.5841, 1.3161, -0.9569], [7.1256, 1.1308, -1.4791], [7.6513, -1.0330, -2.5786], [7.4237, -2.5110, -2.7335], [7.9186, -2.9588, -4.1145], [2.5366, 1.0465, -3.8238], [1.2542, 0.1317, -3.0830], [2.2635, -0.7081, -4.2299], [2.7181, -1.3608, -1.8728], [2.7647, 0.3198, -1.3370], [4.6877, 0.8075, -2.7836], [4.7462, -0.8722, -3.4631], [5.4502, -1.7643, -1.2197], [5.1031, -0.1918, -0.4110], [7.7721, -1.8936, -0.0648], [7.0046, -0.4474, 0.6805], [9.7608, -0.4156, -0.6124], [9.3782, 0.1803, 0.8854], [9.3138, 1.4438, -1.7697], [8.5863, 2.2252, -0.3025], [6.9417, 1.5348, -2.4730], [6.4122, 1.7824, -0.9278], [8.7146, -0.7476, -2.4458], [7.2240, -0.5551, -3.4746], [6.3774, -2.7897, -2.6544], [7.9871, -3.0323, -1.9925], [7.6229, -3.9919, -4.2914], [9.0012, -2.8413, -4.2169], [7.4273, -2.4482, -4.9129], [-2.3170, -1.0251, -0.7066], [-2.7007, -2.3286, 0.4004], [-1.0122, -0.6463, 0.2715], [-1.9475, 0.2400, -1.8010], [-3.6696, -1.4687, -1.5914], [-3.2719, 0.0991, 0.1170], [-1.3314, -2.1287, -1.5848]],
  "lowdin_charge": [-0.094, -0.249, -0.190, -0.111, -0.292, -0.067, -0.151, -0.137, -0.072, 0.034, 0.097, 0.055, 0.067, 0.108, 0.138, 0.087, 0.071, 0.141, 0.145, 0.132, 0.144, 0.107, 0.139, 0.122, 0.122, 0.149, 0.129, 0.103, 0.101, 0.109, -0.115, -0.280, -0.194, -0.096, -0.265, -0.070, -0.135, -0.123, -0.104, 0.018, 0.096, 0.083, 0.090, 0.118, 0.142, 0.099, 0.110, 0.132, 0.131, 0.138, 0.128, 0.122, 0.094, 0.143, 0.100, 0.130, 0.145, 0.131, 0.127, 0.099, -0.116, -0.247, -0.157, -0.101, -0.266, -0.067, -0.134, -0.136, -0.115, 0.057, 0.098, 0.074, 0.068, 0.139, 0.095, 0.104, 0.103, 0.120, 0.128, 0.145, 0.122, 0.127, 0.087, 0.122, 0.103, 0.129, 0.131, 0.137, 0.108, 0.084, -0.157, -0.299, -0.262, -0.181, -0.258, -0.096, -0.101, -0.155, -0.073, 0.035, 0.067, 0.090, 0.105, 0.195, 0.122, 0.104, 0.156, 0.143, 0.141, 0.156, 0.161, 0.130, 0.102, 0.126, 0.125, 0.160, 0.129, 0.108, 0.105, 0.124, -0.084, -0.188, -0.166, -0.082, -0.284, -0.103, -0.120, -0.107, -0.140, 0.044, 0.066, 0.066, 0.046, 0.099, 0.102, 0.102, 0.122, 0.141, 0.125, 0.154, 0.152, 0.116, 0.132, 0.121, 0.100, 0.137, 0.134, 0.105, 0.106, 0.107, -0.105, -0.237, -0.198, -0.112, -0.216, -0.078, -0.133, -0.099, -0.126, -0.110, -0.228, -0.071, 0.065, 0.058, 0.064, 0.119, 0.132, 0.119, 0.132, 0.124, 0.143, 0.144, 0.135, 0.088, 0.131, 0.118, 0.126, 0.127, 0.145, 0.143, 0.136, 0.105, 0.105, 0.088, 0.095, 0.066, 0.572, -0.272, -0.218, -0.247, -0.232, -0.236, -0.245]
}